Entry 1:
The following is a quantum chemistry calculation of a 11-piece molecular cluster, C32H64Br6O10 overall, from the OMol25 dataset.

Last columns: bonded neighbours and bond lengths (Å).
Geometry (Å):
1 C 29.87 -9.39 3.33  C2 1.498, H5 1.091, H6 1.092, H7 1.088
2 C 31.05 -9.13 4.21  C1 1.498, O3 1.225, C4 1.511
3 O 31.62 -8.05 4.14  C2 1.225
4 C 31.46 -10.19 5.21  C2 1.511, H8 1.091, H9 1.091, H10 1.091
5 H 29.81 -10.42 2.98  C1 1.091
6 H 30.07 -8.79 2.44  C1 1.092
7 H 28.92 -9.07 3.77  C1 1.088
8 H 30.72 -10.34 5.99  C4 1.091
9 H 32.36 -9.96 5.77  C4 1.091
10 H 31.70 -11.12 4.68  C4 1.091
11 C 26.31 -3.33 0.02  C12 1.503, H15 1.095, H16 1.090, H17 1.087
12 C 27.62 -3.30 0.77  C11 1.503, O13 1.214, C14 1.521
13 O 28.12 -2.26 1.13  C12 1.214
14 C 28.21 -4.60 1.28  C12 1.521, H18 1.090, H19 1.094, H20 1.089
15 H 25.55 -3.38 0.80  C11 1.095
16 H 26.18 -4.30 -0.45  C11 1.090
17 H 26.10 -2.43 -0.55  C11 1.087
18 H 28.25 -5.40 0.53  C14 1.090
19 H 27.58 -5.03 2.06  C14 1.094
20 H 29.14 -4.39 1.81  C14 1.089
21 C 24.23 -6.81 8.36  C22 1.511, H25 1.089, H26 1.091, H27 1.090
22 C 24.90 -8.16 8.42  C21 1.511, O23 1.216, C24 1.506
23 O 24.42 -9.12 7.85  C22 1.216
24 C 26.26 -8.19 9.08  C22 1.506, H28 1.093, H29 1.089, H30 1.091
25 H 24.82 -6.09 7.79  C21 1.089
26 H 24.03 -6.51 9.39  C21 1.091
27 H 23.28 -6.96 7.85  C21 1.090
28 H 27.03 -7.78 8.42  C24 1.093
29 H 26.54 -9.20 9.34  C24 1.089
30 H 26.27 -7.49 9.92  C24 1.091
31 C 25.89 -4.58 5.30  C32 1.487, H35 1.089, H36 1.092, H37 1.090
32 C 25.81 -5.88 4.58  C31 1.487, O33 1.208, C34 1.516
33 O 25.75 -5.94 3.37  C32 1.208
34 C 25.95 -7.14 5.40  C32 1.516, H38 1.085, H39 1.096, H40 1.090
35 H 25.72 -3.78 4.58  C31 1.089
36 H 26.93 -4.52 5.64  C31 1.092
37 H 25.19 -4.51 6.13  C31 1.090
38 H 26.47 -7.93 4.86  C34 1.085
39 H 24.94 -7.50 5.61  C34 1.096
40 H 26.30 -6.94 6.42  C34 1.090
41 C 22.48 -9.61 4.75  C42 1.514, H45 1.089, H46 1.089, H47 1.093
42 C 22.33 -10.95 4.04  C41 1.514, O43 1.222, C44 1.503
43 O 21.96 -10.96 2.88  C42 1.222
44 C 22.58 -12.22 4.80  C42 1.503, H48 1.090, H49 1.088, H50 1.092
45 H 21.99 -9.55 5.71  C41 1.089
46 H 22.11 -8.82 4.10  C41 1.089
47 H 23.55 -9.41 4.87  C41 1.093
48 H 23.54 -12.17 5.33  C44 1.090
49 H 22.47 -13.05 4.10  C44 1.088
50 H 21.81 -12.29 5.56  C44 1.092
51 C 28.51 -10.69 8.28  C52 1.485, H55 1.090, H56 1.089, H57 1.092
52 C 27.70 -10.25 7.11  C51 1.485, O53 1.221, C54 1.508
53 O 28.03 -9.26 6.47  C52 1.221
54 C 26.58 -11.16 6.68  C52 1.508, H58 1.091, H59 1.092, H60 1.092
55 H 27.85 -11.16 9.01  C51 1.090
56 H 29.09 -9.88 8.72  C51 1.089
57 H 29.25 -11.41 7.94  C51 1.092
58 H 25.93 -11.49 7.50  C54 1.091
59 H 26.93 -12.03 6.13  C54 1.092
60 H 25.86 -10.72 5.99  C54 1.092
61 O 31.77 -5.04 4.57  C62 1.214
62 C 31.67 -4.02 3.92  O61 1.214, O63 1.355, C66 1.530
63 O 30.59 -3.21 3.90  C62 1.355, C64 1.435
64 C 29.39 -3.60 4.59  O63 1.435, C65 1.524, H67 1.093, H68 1.092
65 C 29.25 -2.79 5.87  C64 1.524, H69 1.091, H70 1.090, H71 1.090
66 C 32.86 -3.42 3.16  C62 1.530, H72 1.088, H73 1.089, H74 1.088
67 H 29.33 -4.69 4.71  C64 1.093
68 H 28.57 -3.45 3.88  C64 1.092
69 H 28.25 -2.89 6.29  C65 1.091
70 H 29.43 -1.74 5.62  C65 1.090
71 H 29.96 -3.05 6.65  C65 1.090
72 H 32.55 -2.54 2.61  C66 1.088
73 H 33.17 -4.23 2.50  C66 1.089
74 H 33.60 -3.17 3.92  C66 1.088
75 O 20.59 1.01 7.62  C76 1.197
76 C 21.62 0.95 7.02  O75 1.197, O77 1.343, C80 1.504
77 O 22.46 -0.10 6.99  C76 1.343, C78 1.443
78 C 22.10 -1.23 7.80  O77 1.443, C79 1.534, H81 1.091, H82 1.090
79 C 23.09 -2.40 7.67  C78 1.534, H83 1.090, H84 1.092, H85 1.089
80 C 22.06 2.10 6.15  C76 1.504, H86 1.090, H87 1.087, H88 1.092
81 H 21.14 -1.57 7.42  C78 1.091
82 H 21.99 -1.02 8.86  C78 1.090
83 H 22.75 -3.25 8.25  C79 1.090
84 H 24.05 -2.18 8.14  C79 1.092
85 H 23.23 -2.67 6.63  C79 1.089
86 H 23.14 2.22 6.09  C80 1.090
87 H 21.61 3.04 6.46  C80 1.087
88 H 21.74 1.92 5.12  C80 1.092
89 Br 24.28 -0.57 0.10  C90 1.988
90 C 24.10 -0.45 2.08  Br89 1.988, C91 1.518, H93 1.089, H94 1.089
91 C 25.38 -0.92 2.75  C90 1.518, Br92 2.009, H95 1.087, H96 1.089
92 Br 25.03 -0.93 4.72  C91 2.009
93 H 23.29 -1.06 2.48  C90 1.089
94 H 23.90 0.58 2.37  C90 1.089
95 H 26.27 -0.34 2.51  C91 1.087
96 H 25.57 -1.93 2.39  C91 1.089
97 Br 21.93 -5.25 5.65  C98 1.983
98 C 21.53 -4.37 3.91  Br97 1.983, C99 1.538, H101 1.087, H102 1.087
99 C 22.78 -4.42 3.02  C98 1.538, Br100 2.006, H103 1.086, H104 1.088
100 Br 22.37 -3.67 1.21  C99 2.006
101 H 21.18 -3.36 4.12  C98 1.087
102 H 20.69 -4.93 3.50  C98 1.087
103 H 23.16 -5.41 2.80  C99 1.086
104 H 23.59 -3.81 3.42  C99 1.088
105 Br 25.64 -7.20 -0.52  C106 1.938
106 C 25.36 -8.43 0.95  Br105 1.938, C107 1.510, H109 1.090, H110 1.087
107 C 26.68 -8.72 1.62  C106 1.510, Br108 1.977, H111 1.089, H112 1.088
108 Br 26.41 -9.97 3.12  C107 1.977
109 H 24.96 -9.35 0.52  C106 1.090
110 H 24.53 -8.04 1.53  C106 1.087
111 H 27.15 -7.79 1.95  C107 1.089
112 H 27.36 -9.22 0.94  C107 1.088

Calculated values
- Energy relative to the best compared isomer or geometry (same formula, charge and spin): 0.0 kJ/mol
- E: -17454.16863 a.u.
- Total charge: 0
- Orbital gap: 0.3489 hartree
- LUMO energy: 0.214 eV
- Multiplicity: 1

***

Entry 2:
The following is a quantum chemistry calculation of a 2-piece molecular cluster, C32H64BrFNO10P3 overall, from the OMol25 dataset.

Last columns: bonded neighbours and bond lengths (Å).
Geometry (Å):
1 C -4.43 -0.61 7.14  C2 1.559, H40 1.092, H41 1.094, H42 1.093
2 C -3.64 -0.75 5.80  C1 1.559, C3 1.560, H43 1.097, H44 1.094
3 C -4.60 -0.90 4.58  C2 1.560, C4 1.543, H45 1.096, H46 1.098
4 C -3.92 -1.76 3.49  C3 1.543, C5 1.537, H47 1.099, H48 1.098
5 C -4.39 -1.50 2.06  C4 1.537, C6 1.557, H49 1.096, H50 1.101
6 C -4.28 -0.01 1.61  C5 1.557, C7 1.536, H51 1.099, H52 1.098
7 C -3.46 0.20 0.32  C6 1.536, C8 1.561, H53 1.098, H54 1.098
8 C -3.93 -0.69 -0.87  C7 1.561, C9 1.559, H55 1.096, H56 1.095
9 C -2.85 -1.69 -1.36  C8 1.559, C10 1.549, H57 1.096, H58 1.096
10 C -2.52 -1.59 -2.87  C9 1.549, C11 1.553, H59 1.095, H60 1.101
11 C -2.64 -2.94 -3.63  C10 1.553, C12 1.551, H61 1.096, H62 1.099
12 C -1.70 -2.99 -4.86  C11 1.551, C13 1.539, H63 1.096, H64 1.095
13 C -0.44 -3.84 -4.61  C12 1.539, C14 1.530, H65 1.099, H66 1.098
14 C 0.28 -3.48 -3.31  C13 1.530, C15 1.560, H67 1.094, H68 1.100
15 C 1.57 -4.30 -3.01  C14 1.560, C16 1.538, C20 1.565, C34 1.571
16 C 1.63 -5.77 -3.45  C15 1.538, C17 1.526, H69 1.094, H70 1.091
17 C 2.92 -6.17 -4.16  C16 1.526, O18 1.152, F19 1.344
18 O 3.82 -6.72 -3.70  C17 1.152
19 F 2.93 -5.88 -5.47  C17 1.344
20 C 2.68 -3.34 -3.56  C15 1.565, O21 1.177, N22 1.425
21 O 3.13 -3.29 -4.65  C20 1.177
22 N 3.10 -2.40 -2.57  C20 1.425, C23 1.476, H71 1.017
23 C 2.35 -2.66 -1.32  N22 1.476, C24 1.561, C34 1.555, H72 1.103
24 C 1.29 -1.60 -0.91  C23 1.561, C25 1.548, H73 1.099, H74 1.092
25 C 1.58 -0.96 0.47  C24 1.548, P26 1.837, H75 1.094, H76 1.098
26 P 3.08 0.10 0.46  C25 1.837, O27 1.466, O28 1.610, O31 1.621
27 O 4.13 -0.58 1.24  P26 1.466
28 O 2.59 1.51 1.06  P26 1.610, C29 1.446
29 C 3.58 2.55 1.08  O28 1.446, C30 1.545, H77 1.095, H78 1.095
30 C 4.64 2.35 2.19  C29 1.545, H79 1.092, H80 1.094, H81 1.092
31 O 3.57 0.20 -1.09  P26 1.621, C32 1.448
32 C 4.98 0.48 -1.24  O31 1.448, C33 1.545, H82 1.096, H83 1.091
33 C 5.86 -0.79 -1.34  C32 1.545, H84 1.091, H85 1.096, H86 1.091
34 C 1.91 -4.14 -1.49  C15 1.571, C23 1.555, P35 1.862, P37 1.902
35 P 0.56 -4.72 -0.34  C34 1.862, O36 1.484, H87 1.411, H88 1.426
36 O -0.03 -6.00 -0.79  P35 1.484
37 P 3.49 -5.01 -0.89  C34 1.902, O38 1.642, Br39 2.279
38 O 3.16 -6.62 -0.87  P37 1.642, H89 0.971
39 Br 3.76 -4.48 1.31  P37 2.279
40 H -5.50 -0.72 6.95  C1 1.092
41 H -4.23 0.38 7.57  C1 1.094
42 H -4.10 -1.37 7.85  C1 1.093
43 H -3.02 -1.65 5.84  C2 1.097
44 H -2.98 0.10 5.60  C2 1.094
45 H -5.56 -1.33 4.88  C3 1.096
46 H -4.82 0.11 4.23  C3 1.098
47 H -4.12 -2.81 3.74  C4 1.099
48 H -2.83 -1.64 3.57  C4 1.098
49 H -5.41 -1.86 1.92  C5 1.096
50 H -3.75 -2.09 1.38  C5 1.101
51 H -3.83 0.54 2.44  C6 1.099
52 H -5.29 0.41 1.51  C6 1.098
53 H -2.40 0.05 0.58  C7 1.098
54 H -3.58 1.26 0.04  C7 1.098
55 H -4.82 -1.22 -0.51  C8 1.096
56 H -4.28 -0.03 -1.67  C8 1.095
57 H -3.21 -2.70 -1.12  C9 1.096
58 H -1.94 -1.47 -0.78  C9 1.096
59 H -3.09 -0.80 -3.38  C10 1.095
60 H -1.46 -1.30 -2.96  C10 1.101
61 H -3.68 -3.14 -3.89  C11 1.096
62 H -2.37 -3.72 -2.90  C11 1.099
63 H -1.44 -1.96 -5.15  C12 1.096
64 H -2.27 -3.46 -5.67  C12 1.095
65 H 0.26 -3.76 -5.45  C13 1.099
66 H -0.77 -4.89 -4.63  C13 1.098
67 H -0.44 -3.49 -2.48  C14 1.094
68 H 0.59 -2.43 -3.42  C14 1.100
69 H 0.82 -6.05 -4.13  C16 1.094
70 H 1.53 -6.46 -2.61  C16 1.091
71 H 2.91 -1.49 -2.99  N22 1.017
72 H 3.14 -2.49 -0.57  C23 1.103
73 H 1.34 -0.80 -1.66  C24 1.099
74 H 0.26 -1.96 -0.92  C24 1.092
75 H 1.69 -1.73 1.25  C25 1.094
76 H 0.72 -0.35 0.75  C25 1.098
77 H 4.03 2.74 0.10  C29 1.095
78 H 3.05 3.47 1.36  C29 1.095
79 H 5.10 3.31 2.46  C30 1.092
80 H 4.10 1.93 3.04  C30 1.094
81 H 5.40 1.62 1.89  C30 1.092
82 H 5.07 1.04 -2.17  C32 1.096
83 H 5.38 1.12 -0.45  C32 1.091
84 H 5.26 -1.68 -1.15  C33 1.091
85 H 6.60 -0.75 -0.52  C33 1.096
86 H 6.44 -0.84 -2.26  C33 1.091
87 H 1.05 -4.85 0.97  P35 1.411
88 H -0.49 -3.76 -0.28  P35 1.426
89 H 3.99 -7.04 -1.15  O38 0.971
90 C -2.00 6.21 -1.32  O91 1.412, H99 1.095, H100 1.089, H101 1.096
91 O -1.61 6.33 0.03  C90 1.412, C92 1.419
92 C -0.98 5.16 0.53  O91 1.419, C93 1.515, H102 1.096, H103 1.098
93 C 0.06 5.51 1.58  C92 1.515, O94 1.424, H104 1.094, H105 1.090
94 O 1.25 6.09 1.06  C93 1.424, C95 1.424
95 C 1.17 7.42 0.56  O94 1.424, C96 1.516, H106 1.090, H107 1.093
96 C 0.96 8.47 1.62  C95 1.516, O97 1.418, H108 1.099, H109 1.096
97 O -0.38 8.48 2.08  C96 1.418, C98 1.411
98 C -0.49 8.88 3.43  O97 1.411, H110 1.096, H111 1.089, H112 1.096
99 H -2.84 5.51 -1.42  C90 1.095
100 H -2.32 7.20 -1.66  C90 1.089
101 H -1.16 5.89 -1.94  C90 1.096
102 H -0.50 4.60 -0.28  C92 1.096
103 H -1.75 4.53 0.98  C92 1.098
104 H 0.38 4.57 2.05  C93 1.094
105 H -0.36 6.13 2.37  C93 1.090
106 H 0.43 7.49 -0.24  C95 1.090
107 H 2.14 7.60 0.09  C95 1.093
108 H 1.17 9.46 1.19  C96 1.099
109 H 1.67 8.30 2.45  C96 1.096
110 H 0.16 8.28 4.08  C98 1.096
111 H -1.52 8.71 3.74  C98 1.089
112 H -0.25 9.94 3.54  C98 1.096

Calculated values
- E: -5762.83344 a.u.
- Total charge: 0
- Orbital gap: 0.3367 hartree
- LUMO energy: 0.252 eV
- Multiplicity: 1